# H18O9

9 unconnected molecules or ions with the total composition H18O9 (ωB97M-V/def2-TZVPD, the Open Molecules 2025 dataset).

Last column: natural (NBO) charge in e.
Positions of all 27 atoms, in Å:
O (-0.633, -0.297, -0.111)  -0.942
H (-1.308, 0.125, -0.654)  0.485
H (-1.118, -0.624, 0.655)  0.442
O (-0.846, 1.943, -0.794)  -0.960
H (-1.178, 2.448, -0.043)  0.476
H (-0.020, 1.563, -0.474)  0.488
O (2.988, 0.744, 1.739)  -0.962
H (3.242, 1.656, 1.919)  0.468
H (3.167, 0.632, 0.799)  0.487
O (0.300, -2.351, -4.519)  -0.937
H (-0.024, -2.105, -3.646)  0.471
H (0.549, -3.277, -4.425)  0.467
O (0.947, -0.535, 1.394)  -0.941
H (0.363, -1.187, 1.796)  0.454
H (1.108, 0.102, 2.099)  0.495
O (-2.326, 3.799, -1.280)  -0.936
H (-3.223, 3.474, -1.414)  0.469
H (-2.310, 4.644, -1.742)  0.470
O (1.295, -3.176, 1.917)  -0.957
H (0.823, -3.509, 1.146)  0.463
H (1.648, -2.327, 1.628)  0.485
O (-3.643, -0.250, 2.324)  -0.929
H (-3.808, -1.145, 2.006)  0.469
H (-2.685, -0.212, 2.430)  0.462
O (2.065, 0.233, -0.690)  -0.937
H (2.493, -0.584, -0.409)  0.474
H (2.133, 0.215, -1.651)  0.477

Computed properties:
HOMO level = -9.872 eV
orbital gap = 9.98 eV
maximum force = 2.44 eV Å⁻¹
ΔE to the lowest compared entry with this formula, charge and spin = 434.9 kJ/mol
LUMO = 0.11 eV
molar mass = 162.135 g mol⁻¹
SMILES = O.O.O.O.O.O.O.O.O



# C9H12N5

A gas-phase ion, C9H12N5 (charge +1) (ωB97M-V/def2-TZVPD, the Open Molecules 2025 dataset).

Last column: natural (NBO) charge in e.
Positions of all 26 atoms, in Å:
C (0.826, 2.154, -0.704)  -0.681
C (2.111, 1.779, -0.089)  -0.025
C (2.373, 0.472, 0.203)  0.012
N (3.686, 0.174, 0.510)  -0.419
C (3.832, -1.081, 0.413)  0.254
N (2.678, -1.716, -0.031)  -0.563
C (1.649, -0.784, -0.009)  0.214
C (0.370, -1.180, -0.320)  -0.347
C (-0.856, -0.602, 0.056)  0.130
C (-1.087, 0.393, 1.025)  -0.128
N (-2.536, 0.459, 1.088)  -0.484
C (-3.051, -0.425, 0.220)  0.600
N (-4.327, -0.670, -0.108)  -0.815
N (-2.038, -1.058, -0.388)  -0.497
H (0.762, 3.237, -0.802)  0.230
H (0.004, 1.735, -0.240)  0.215
H (0.739, 1.827, -1.718)  0.241
H (2.736, 2.630, -0.105)  0.236
H (4.585, -1.780, 0.517)  0.201
H (2.636, -2.682, 0.149)  0.413
H (0.395, -2.138, -0.895)  0.225
H (-0.611, 1.040, 1.706)  0.257
H (-3.130, 1.217, 1.343)  0.443
H (-4.664, -0.744, -1.031)  0.418
H (-5.100, -0.736, 0.480)  0.424
H (-1.981, -1.520, -1.271)  0.447

Computed properties:
HOMO level (spin up / spin down) = -10.692 / -10.691 eV
orbital gap (spin up / spin down) = 7.27 / 7.27 eV
maximum force = 4.57 eV Å⁻¹
total charge = +1
ΔE to the lowest compared entry with this formula, charge and spin = 121.9 kJ/mol
LUMO (spin up / spin down) = -3.42 / -3.42 eV
molar mass = 190.230 g mol⁻¹
SMILES = C/C=c1/nc[nH]/c1=C/c1c[nH]c(=[NH2+])[nH]1



# CH7N3O4S2

2 unconnected molecules or ions with the total composition CH7N3O4S2 (ωB97M-V/def2-TZVPD, the Open Molecules 2025 dataset).

Last column: natural (NBO) charge in e.
Positions of all 17 atoms, in Å:
C (1.624, -0.733, -0.148)  -0.055
N (2.370, 0.138, 0.319)  -0.632
N (0.845, -1.381, 2.216)  -1.093
N (-2.230, 0.675, -0.690)  -0.997
O (-0.927, -1.651, 0.588)  -0.954
O (-0.308, 0.603, 1.173)  -0.958
O (0.089, 0.164, -1.370)  -0.993
O (-1.076, 2.267, -2.414)  -0.924
S (0.148, -0.731, 0.832)  2.239
S (-0.620, 1.360, -1.026)  1.689
H (1.750, -1.524, -0.940)  0.225
H (3.120, 0.375, -0.240)  0.360
H (-1.449, 1.803, -3.222)  0.496
H (1.449, -0.778, 2.721)  0.413
H (0.058, -1.966, 2.623)  0.423
H (-2.754, 1.425, -0.375)  0.365
H (-2.090, -0.045, -0.048)  0.394

Computed properties:
HOMO level = -9.756 eV
orbital gap = 10.41 eV
maximum force = 4.85 eV Å⁻¹
ΔE to the lowest compared entry with this formula, charge and spin = 110.3 kJ/mol
LUMO = 0.66 eV
molar mass = 189.218 g mol⁻¹



# C30H21Cl2N6O4RhS

A molecular structure, C30H21Cl2N6O4RhS (ωB97M-V/def2-TZVPD, the Open Molecules 2025 dataset).

Last column: natural (NBO) charge in e.
Positions of all 65 atoms, in Å:
Rh (-0.692, -0.206, -1.025)  0.959
Cl (-6.603, -2.727, -3.157)  0.014
C (-5.159, -2.446, -2.282)  -0.079
C (-4.299, -1.438, -2.696)  -0.266
C (-3.135, -1.197, -1.969)  0.094
N (-2.229, -0.221, -2.227)  -0.588
C (-1.887, -0.066, -3.633)  0.646
O (-2.630, 0.448, -4.463)  -0.531
C (-0.637, -0.723, -3.835)  0.087
C (-0.139, -1.047, -5.115)  -0.187
C (1.032, -1.736, -5.226)  -0.147
C (1.733, -2.100, -4.051)  -0.218
C (1.216, -1.754, -2.827)  0.068
N (0.063, -1.095, -2.692)  -0.357
C (-2.833, -1.998, -0.817)  0.188
C (-3.712, -3.006, -0.417)  -0.276
C (-4.860, -3.234, -1.159)  -0.093
Cl (-5.923, -4.493, -0.692)  0.016
N (-1.671, -1.678, -0.207)  -0.589
C (-1.736, -1.609, 1.243)  0.639
O (-1.898, -2.576, 1.972)  -0.521
C (-1.761, -0.225, 1.601)  0.109
C (-2.116, 0.224, 2.891)  -0.202
C (-2.197, 1.560, 3.145)  -0.147
C (-1.894, 2.480, 2.107)  -0.227
C (-1.549, 1.997, 0.873)  0.063
N (-1.495, 0.693, 0.585)  -0.352
H (-4.542, -0.818, -3.545)  0.245
H (-0.725, -0.750, -5.969)  0.249
H (1.424, -2.011, -6.192)  0.228
H (2.662, -2.642, -4.110)  0.237
H (1.733, -2.011, -1.910)  0.240
H (-3.465, -3.618, 0.437)  0.249
H (-2.336, -0.530, 3.631)  0.254
H (-2.495, 1.925, 4.114)  0.228
H (-1.947, 3.542, 2.281)  0.233
H (-1.321, 2.676, 0.059)  0.221
C (3.270, 1.827, 5.976)  -0.631
C (3.013, 1.115, 4.686)  -0.006
C (1.726, 0.714, 4.338)  -0.160
C (1.485, 0.065, 3.140)  -0.185
C (2.538, -0.179, 2.281)  -0.345
C (3.823, 0.216, 2.599)  -0.174
C (4.058, 0.856, 3.804)  -0.216
S (2.234, -1.062, 0.754)  2.326
O (1.568, -2.296, 1.025)  -0.919
O (3.450, -1.096, -0.017)  -0.962
N (1.135, -0.099, -0.045)  -0.915
C (1.506, 1.002, -0.722)  0.404
C (2.712, 1.715, -0.678)  -0.292
C (2.814, 2.859, -1.439)  -0.129
C (1.738, 3.278, -2.224)  -0.311
C (0.592, 2.511, -2.253)  0.072
N (0.481, 1.406, -1.525)  -0.503
H (2.553, 1.525, 6.733)  0.220
H (3.171, 2.903, 5.834)  0.224
H (4.275, 1.629, 6.336)  0.221
H (0.907, 0.898, 5.017)  0.204
H (0.496, -0.267, 2.866)  0.225
H (4.620, 0.003, 1.903)  0.241
H (5.065, 1.145, 4.063)  0.216
H (3.530, 1.361, -0.074)  0.243
H (3.726, 3.436, -1.428)  0.221
H (1.799, 4.183, -2.804)  0.226
H (-0.262, 2.767, -2.866)  0.214

Computed properties:
HOMO level = -6.680 eV
orbital gap = 5.64 eV
maximum force = 4.14 eV Å⁻¹
ΔE to the lowest compared entry with this formula, charge and spin = 0.0 kJ/mol
LUMO = -1.04 eV
molar mass = 735.415 g mol⁻¹